1.
# C48H49BLaN14S4

A molecular structure, C48H49BLaN14S4 (ωB97M-V/def2-TZVPD, the Open Molecules 2025 dataset).

XYZ file:
```
117
Properties=species:S:1:pos:R:3:forces:R:3:mulliken_charge:R:1
La 0.009021 -1.285934 1.017438 -0.91 0.10 -0.98 1.32
N -2.973537 -5.505235 2.305235 0.05 0.06 -0.01 -0.51
C -2.426029 -4.543420 1.509536 -0.06 0.24 -0.16 0.90
S -3.588578 -3.275254 1.072901 0.07 -0.23 -0.18 -0.51
N -1.196612 -4.635259 1.185145 0.20 -0.41 0.09 -1.68
N -0.456619 -3.831600 0.365821 -0.18 -0.13 0.26 0.82
C -0.490806 -3.967139 -0.908255 -0.34 -0.02 -0.29 1.50
C -1.577807 -4.680657 -1.640910 0.03 -0.09 0.09 -0.77
C -2.369069 -3.962641 -2.540123 0.04 -0.03 0.04 0.37
C -3.454397 -4.571804 -3.155443 0.03 0.04 0.00 -0.83
C -3.753109 -5.901469 -2.886202 -0.03 0.03 -0.03 -0.58
C -2.959441 -6.622423 -2.005115 0.05 -0.03 0.03 -0.84
C -1.879286 -6.013837 -1.379311 0.05 -0.08 -0.04 -0.13
C 0.622467 -3.320139 -1.658406 -0.14 -0.02 -0.01 -0.19
C 0.870106 -3.668438 -2.976380 0.00 -0.08 -0.08 -0.74
C 1.986937 -3.143191 -3.608111 -0.03 -0.06 -0.09 -0.93
C 2.832686 -2.314931 -2.894206 0.06 -0.01 -0.09 -1.09
C 2.499483 -2.006558 -1.586597 0.02 -0.04 0.17 -0.77
N 1.406099 -2.466197 -0.982421 0.11 -0.20 -0.17 1.33
H -3.966613 -5.507344 2.462315 0.06 0.02 0.02 0.19
H -2.472357 -6.370207 2.420639 0.00 0.01 -0.03 0.23
H -2.139888 -2.920031 -2.738851 -0.02 -0.02 0.03 0.04
H -4.072279 -4.005397 -3.844204 0.05 -0.04 0.06 0.48
H -4.604082 -6.374429 -3.363767 0.08 0.04 0.03 0.42
H -3.180787 -7.663979 -1.800740 0.01 0.08 -0.02 0.42
H -1.263589 -6.578583 -0.689393 -0.04 0.03 0.00 0.52
H 0.206164 -4.356093 -3.481887 0.04 0.03 -0.02 0.64
H 2.204845 -3.403286 -4.637468 -0.01 0.00 0.06 0.48
H 3.738592 -1.915852 -3.331065 -0.04 -0.01 0.03 0.53
H 3.146691 -1.374782 -0.994126 -0.02 0.03 0.03 0.53
C -1.849339 -2.529060 4.342322 0.06 0.01 0.03 -1.11
C -0.655293 -1.663999 4.588474 -0.06 -0.07 -0.04 0.48
C -0.017382 -1.382862 5.801780 -0.02 0.01 0.09 -1.79
C 1.038139 -0.567535 5.463900 0.10 -0.15 0.00 -0.06
N 1.017656 -0.366863 4.133273 -0.03 0.00 0.05 0.90
N -0.023222 -1.055234 3.587886 0.03 0.11 0.38 -0.04
B 2.043449 0.370138 3.229530 -0.09 -0.03 0.10 0.50
N 1.244465 1.353695 2.288507 0.06 -0.27 0.13 1.50
C 1.482885 2.674870 2.221594 0.14 0.08 0.00 -0.88
C 0.404159 3.287657 1.639959 -0.12 0.12 0.01 -1.08
C -0.499399 2.255351 1.359595 0.21 -0.05 0.10 0.56
C -1.850264 2.432660 0.748070 0.01 0.02 0.09 -1.16
N 0.016033 1.076462 1.746461 -0.13 1.41 0.21 -0.55
N 2.828916 -0.764506 2.457628 0.27 0.09 0.02 1.08
C 4.156253 -1.021873 2.461963 -0.15 0.04 -0.01 -0.30
C 4.357164 -2.322783 2.059384 0.18 -0.03 -0.06 -1.46
C 3.079199 -2.836244 1.812115 0.04 0.03 0.02 0.59
C 2.709865 -4.230141 1.417139 0.09 0.07 -0.10 -1.37
N 2.162855 -1.894063 2.034338 0.86 -0.12 0.46 -0.52
N 2.951820 1.260431 4.080522 -0.05 -0.15 -0.23 0.36
C 2.545724 2.071121 5.094907 -0.11 -0.08 -0.06 -0.37
C 3.516208 3.008327 5.305164 0.24 0.15 0.08 -1.37
C 4.507461 2.722698 4.337363 0.05 0.06 -0.11 0.83
C 5.798037 3.442443 4.087700 -0.07 -0.02 0.02 -1.32
N 4.151413 1.692658 3.586641 -0.18 -0.03 0.30 -1.17
H -2.394007 -2.695108 5.270223 0.00 0.01 -0.01 0.46
H -2.529197 -2.068748 3.625938 -0.01 0.01 -0.01 0.12
H -1.551544 -3.505366 3.952893 0.00 0.01 0.01 0.16
H -0.294042 -1.721690 6.787681 0.02 0.02 -0.09 0.48
H 1.808567 -0.141474 6.085974 -0.06 -0.06 -0.07 0.79
H 2.402258 3.105350 2.591144 -0.09 -0.11 0.03 0.60
H 0.267347 4.343526 1.456288 0.04 -0.18 0.08 0.60
H -1.896917 2.042510 -0.268726 -0.02 -0.09 -0.05 -0.14
H -2.613425 1.921243 1.326537 -0.06 -0.07 0.03 0.47
H -2.089228 3.497318 0.724200 0.02 -0.16 0.04 0.31
H 4.856550 -0.259259 2.759623 -0.09 -0.02 0.04 0.65
H 5.304179 -2.837642 1.967297 -0.18 0.08 0.04 0.50
H 3.248046 -4.939985 2.046342 -0.01 0.02 -0.02 0.52
H 1.643369 -4.404086 1.531768 -0.02 0.00 0.00 0.12
H 2.983406 -4.435740 0.378294 -0.02 0.02 0.06 0.16
H 1.588007 1.945721 5.578386 0.12 0.03 -0.09 0.69
H 3.533581 3.783596 6.058906 -0.02 -0.12 -0.13 0.44
H 5.999754 4.160419 4.882533 -0.01 -0.04 -0.04 0.37
H 6.631349 2.741945 4.033272 -0.03 0.01 0.02 0.31
H 5.759332 3.984550 3.141044 0.01 0.00 0.03 0.27
S 1.761853 0.989458 -0.799598 0.14 0.11 0.03 -0.30
C 0.886463 1.594029 -2.064323 0.02 -0.05 0.04 -0.14
N 1.039488 2.831421 -2.554139 -0.06 0.15 -0.18 0.13
C 0.377962 3.251301 -3.798119 0.17 0.01 0.25 -0.41
C 0.185834 2.057965 -4.684689 -0.01 -0.21 0.10 -1.07
N -0.561490 1.034373 -3.951795 -0.02 0.12 -0.14 0.20
C -1.715003 0.378528 -4.588978 0.06 0.02 0.06 -1.62
C -3.046952 0.836875 -4.028139 0.11 0.13 0.04 0.74
C -3.959520 -0.083515 -3.534803 -0.05 -0.08 0.05 0.06
C -5.178544 0.338520 -3.017245 0.02 -0.01 0.01 -0.64
C -5.488863 1.690328 -2.981346 0.02 0.04 -0.03 -0.44
C -4.581187 2.620725 -3.477729 0.02 -0.04 0.01 -0.91
C -3.369158 2.192872 -4.001036 -0.03 -0.05 -0.03 -0.15
C -0.194254 0.734250 -2.701983 -0.04 0.11 -0.05 -0.42
S -0.973744 -0.417034 -1.813804 -0.04 0.00 -0.35 0.57
C 1.823635 3.862795 -1.869269 -0.25 0.02 -0.05 -2.02
C 0.955963 4.930155 -1.223192 -0.04 0.01 -0.08 1.34
C 1.576092 6.087876 -0.757173 0.05 -0.02 -0.06 -0.87
C 0.841029 7.073667 -0.116065 0.00 -0.02 0.02 -0.62
C -0.529902 6.917161 0.062192 0.01 0.01 0.01 -0.75
C -1.151793 5.765002 -0.394097 0.06 0.03 -0.09 -1.05
C -0.411126 4.773966 -1.030104 0.04 0.04 -0.11 0.21
H 1.020569 3.980356 -4.288654 0.06 0.03 0.01 0.58
H -0.574974 3.736061 -3.594999 -0.11 0.06 0.13 0.23
H 1.155290 1.667314 -5.002757 0.03 -0.09 -0.03 0.33
H -0.372362 2.336352 -5.570484 -0.10 0.01 -0.09 0.50
H -1.615027 -0.700408 -4.470016 0.02 -0.03 0.02 0.37
H -1.654535 0.604713 -5.652664 0.03 0.01 -0.03 0.67
H -3.708393 -1.141342 -3.530334 -0.02 0.12 0.01 0.17
H -5.875695 -0.390399 -2.621212 0.04 0.04 -0.02 0.42
H -6.436635 2.022087 -2.572454 0.08 -0.04 -0.02 0.41
H -4.819159 3.678598 -3.463421 0.00 -0.08 -0.01 0.45
H -2.678641 2.924240 -4.411183 -0.01 -0.02 0.05 0.40
H 2.491234 4.320431 -2.602472 0.00 0.00 -0.01 0.63
H 2.439271 3.384168 -1.115452 0.03 -0.12 0.06 0.46
H 2.648578 6.211100 -0.892712 -0.13 0.02 0.02 0.47
H 1.337259 7.967456 0.243872 -0.03 -0.06 -0.02 0.41
H -1.107069 7.689561 0.557591 0.05 -0.06 -0.04 0.41
H -2.217087 5.628616 -0.248802 0.03 0.02 -0.02 0.46
H -0.910300 3.858297 -1.332363 0.08 0.11 -0.05 0.59
S -3.338284 -0.634031 0.140960 -0.04 0.24 0.18 -0.28
C -2.543218 -1.948209 0.701110 -0.25 -0.22 0.28 0.12
```
Forces are in eV/Å.

## Properties
E, a.u.: -4274.339384
ΔE to the lowest compared entry with this formula, charge and spin, kcal per mole: 0.0
Net charge: +1
Largest force on an atom, eV Å⁻¹: 1.43

***

2.
# C6H18NO

2 unconnected molecules or ions with the total composition C6H18NO (ωB97M-V/def2-TZVPD, the Open Molecules 2025 dataset).

XYZ file:
```
26
Properties=species:S:1:pos:R:3:forces:R:3:mulliken_charge:R:1
C 1.763342 -0.090248 -0.667144 -0.11 -3.47 -1.28 -1.52
C 0.489840 0.733812 -0.567119 3.62 3.04 1.25 0.37
C -0.786803 0.228914 -0.027496 1.92 -0.72 2.78 -1.13
C -0.552776 -0.662033 1.179578 2.05 -2.60 0.57 -0.31
C -0.833053 0.067644 2.442976 -3.79 -2.43 1.40 -0.86
C -2.409134 -0.234376 2.774076 1.41 -0.47 0.24 -1.05
N 0.210057 1.342122 -1.939202 -3.39 0.23 0.53 -0.27
H 1.726231 -0.975234 -1.357658 -0.67 0.89 0.34 0.34
H 1.950878 -0.629456 0.246927 0.19 0.51 0.59 0.42
H 2.701138 0.356187 -0.991812 -0.38 0.95 0.20 0.42
H 1.009544 1.527838 0.144365 -1.97 -0.47 -1.57 0.09
H -1.299088 -0.196301 -0.767420 -1.97 -2.53 -3.13 0.63
H -1.513559 0.844501 0.417651 -0.46 2.30 -0.11 0.50
H -1.277257 -1.537398 1.209661 1.34 0.77 -0.57 0.34
H 0.553291 -1.059196 1.279928 -2.42 0.39 -0.63 0.07
H -0.714872 1.077343 2.455063 0.38 3.18 -0.67 0.41
H -0.265541 -0.214287 3.297265 0.53 -0.93 0.55 0.43
H -3.065423 0.160424 1.997146 0.04 0.66 0.16 0.33
H -2.604611 -1.343957 2.626549 0.43 1.15 0.95 0.30
H -2.663712 0.153471 3.796927 -0.10 -0.56 -1.12 0.34
H 0.959955 1.823008 -2.356845 1.79 0.17 -0.79 0.36
H -0.479028 2.159755 -1.759661 0.70 -1.97 -0.72 0.40
H -0.188810 0.571411 -2.609409 0.87 1.95 1.43 0.40
H 2.107747 -1.197798 -4.325208 0.00 -0.70 -1.40 0.30
H 2.839024 -1.844511 -3.069656 -0.77 1.05 -1.06 0.33
O 2.342620 -1.061635 -3.429480 0.78 -0.37 2.03 -0.63
```
Forces are in eV/Å.

## Properties
E, a.u.: -369.076513
ΔE to the lowest compared entry with this formula, charge and spin, kcal per mole: 63.4
Net charge: +1
Largest force on an atom, eV Å⁻¹: 4.89

***

What did the second record say?
# C6H18NO

2 unconnected molecules or ions with the total composition C6H18NO (ωB97M-V/def2-TZVPD, the Open Molecules 2025 dataset).

XYZ file:
```
26
Properties=species:S:1:pos:R:3:forces:R:3:mulliken_charge:R:1
C 1.763342 -0.090248 -0.667144 -0.11 -3.47 -1.28 -1.52
C 0.489840 0.733812 -0.567119 3.62 3.04 1.25 0.37
C -0.786803 0.228914 -0.027496 1.92 -0.72 2.78 -1.13
C -0.552776 -0.662033 1.179578 2.05 -2.60 0.57 -0.31
C -0.833053 0.067644 2.442976 -3.79 -2.43 1.40 -0.86
C -2.409134 -0.234376 2.774076 1.41 -0.47 0.24 -1.05
N 0.210057 1.342122 -1.939202 -3.39 0.23 0.53 -0.27
H 1.726231 -0.975234 -1.357658 -0.67 0.89 0.34 0.34
H 1.950878 -0.629456 0.246927 0.19 0.51 0.59 0.42
H 2.701138 0.356187 -0.991812 -0.38 0.95 0.20 0.42
H 1.009544 1.527838 0.144365 -1.97 -0.47 -1.57 0.09
H -1.299088 -0.196301 -0.767420 -1.97 -2.53 -3.13 0.63
H -1.513559 0.844501 0.417651 -0.46 2.30 -0.11 0.50
H -1.277257 -1.537398 1.209661 1.34 0.77 -0.57 0.34
H 0.553291 -1.059196 1.279928 -2.42 0.39 -0.63 0.07
H -0.714872 1.077343 2.455063 0.38 3.18 -0.67 0.41
H -0.265541 -0.214287 3.297265 0.53 -0.93 0.55 0.43
H -3.065423 0.160424 1.997146 0.04 0.66 0.16 0.33
H -2.604611 -1.343957 2.626549 0.43 1.15 0.95 0.30
H -2.663712 0.153471 3.796927 -0.10 -0.56 -1.12 0.34
H 0.959955 1.823008 -2.356845 1.79 0.17 -0.79 0.36
H -0.479028 2.159755 -1.759661 0.70 -1.97 -0.72 0.40
H -0.188810 0.571411 -2.609409 0.87 1.95 1.43 0.40
H 2.107747 -1.197798 -4.325208 0.00 -0.70 -1.40 0.30
H 2.839024 -1.844511 -3.069656 -0.77 1.05 -1.06 0.33
O 2.342620 -1.061635 -3.429480 0.78 -0.37 2.03 -0.63
```
Forces are in eV/Å.

## Properties
E, a.u.: -369.076513
ΔE to the lowest compared entry with this formula, charge and spin, kcal per mole: 63.4
Net charge: +1
Largest force on an atom, eV Å⁻¹: 4.89

***

- Among the records above, which one has the highest E?
  C6H18NO

***

- Among the records above, which one has the highest ΔE to the lowest compared entry with this formula, charge and spin?
  C6H18NO